(1)
12
Properties=species:S:1:pos:R:3 method="wB97M-V/def2-TZVPD" mol_weight_g_mol=86.09 total_charge=0 orbital_gap_ev=10.89 e_above_lowest_kcal_mol=23.7 max_force_ev_per_a=1.72 homo_energy_ev=-9.9 lumo_energy_ha=0.036 energy_ha=-306.46846 smiles="C=C(C)OC=O"
C -1.3222 -1.0450 -1.0973
C -0.5807 -0.6210 -0.0959
C 0.2684 -1.4026 0.9008
O -0.6204 0.7829 0.1465
C 0.5504 1.4647 0.1399
O 1.6359 1.0061 -0.1443
H -1.5317 -2.0989 -1.3283
H -1.8846 -0.3308 -1.6731
H 0.1258 -2.4599 0.6584
H -0.0676 -1.2235 1.9056
H 1.2927 -1.0880 0.8221
H 0.4466 2.5126 0.5142

(2)
12
Properties=species:S:1:pos:R:3 method="wB97M-V/def2-TZVPD" mol_weight_g_mol=86.09 total_charge=0 orbital_gap_ev=10.75 e_above_lowest_kcal_mol=46.3 max_force_ev_per_a=0.59 homo_energy_ev=-10.0 lumo_energy_ha=0.028 energy_ha=-306.43255 smiles="O=CC1COC1"
O -1.6243 -1.1337 1.5411
C -1.4314 -0.2263 0.7686
C -0.3753 -0.2768 -0.3036
C 0.3209 1.0377 -0.6816
O 1.5920 0.5399 -0.2473
C 1.0272 -0.7226 0.1377
H -2.0380 0.7104 0.8020
H -0.7786 -0.8421 -1.1513
H 0.3163 1.2860 -1.7487
H 0.0032 1.9223 -0.1096
H 1.1371 -0.9171 1.2108
H 1.4474 -1.5594 -0.4301